Entry 1:
2 unconnected molecules or ions with the total composition C4H11NO3, computed with wB97M-V/def2-TZVPD.

Geometry as XYZ:
```
19
Properties=species:S:1:pos:R:3:forces:R:3
C 0.70881 0.53557 1.33461 0.51 -0.16 0.60
O 1.24529 0.67903 2.65532 -0.16 -0.12 0.21
C 0.70890 -0.93069 0.92628 0.18 -0.29 0.56
C 0.05792 -1.28453 -0.41845 0.68 0.31 -0.31
C 0.04648 -0.12510 -1.41019 -0.72 -0.20 -0.22
N 0.74828 -0.33822 -2.55299 0.10 -0.05 0.26
O -0.62147 0.87771 -1.23241 0.20 0.15 -0.04
H 1.41812 1.12000 0.75069 -0.26 0.00 -0.36
H -0.28412 0.95921 1.24748 -0.19 0.19 0.01
H 0.69092 0.23355 3.31214 0.02 0.11 -0.38
H 0.20773 -1.48984 1.72156 -0.27 0.05 -0.05
H 1.73203 -1.31113 1.00733 0.04 0.20 -0.39
H -0.97358 -1.59641 -0.27920 -0.09 0.04 -0.04
H 0.62143 -2.09800 -0.88229 -0.25 -0.19 0.20
H 1.13770 -1.24893 -2.69827 0.21 0.05 -0.27
H 0.72833 0.33696 -3.30126 -0.05 -0.08 0.13
H -2.80150 1.33858 -0.59037 0.06 -0.14 0.09
H -2.34812 2.51532 0.19906 -0.06 -0.03 0.14
O -3.02314 1.82692 0.21097 0.03 0.15 -0.15
```
Forces are in eV/Å.

Summary:
SMILES string: NC(=O)CCCO.O
Energy relative to the best compared isomer or geometry (same formula, charge and spin): 19.3 kcal/mol
Frontier orbital gap: 10.601 eV
E: -439.49524 Eh

Partial atomic charges computed with the natural (NBO) method, in multiples of e: atom 1 (C): -0.07, atom 2 (O): -0.73, atom 3 (C): -0.42, atom 4 (C): -0.49, atom 5 (C): 0.69, atom 6 (N): -0.81, atom 7 (O): -0.65, atom 8 (H): 0.18, atom 9 (H): 0.19, atom 10 (H): 0.46, atom 11 (H): 0.20, atom 12 (H): 0.21, atom 13 (H): 0.24, atom 14 (H): 0.20, atom 15 (H): 0.39, atom 16 (H): 0.41, atom 17 (H): 0.48, atom 18 (H): 0.47, atom 19 (O): -0.95

Entry 2:
2 unconnected molecules or ions with the total composition C4H11NO3, computed with wB97M-V/def2-TZVPD.

Geometry as XYZ:
```
19
Properties=species:S:1:pos:R:3:forces:R:3
C 0.54659 0.58478 -0.97449 0.23 -0.29 -0.61
C 1.13937 0.51238 0.37986 -0.07 0.82 -0.10
C 2.02207 1.72830 0.71937 -0.01 1.02 1.24
O 0.25346 0.29893 1.41034 -0.31 -0.36 0.68
C -0.20925 -0.70422 -1.34599 -1.45 0.66 -0.33
N -0.81196 -0.67587 -2.53446 0.16 -0.37 -0.97
O -0.38420 -1.59779 -0.53337 0.58 0.00 0.46
H -0.11102 1.43822 -1.16121 -0.24 -0.11 0.42
H 1.32446 0.69167 -1.73080 0.28 -0.04 0.13
H 1.81080 -0.33924 0.49246 0.54 -0.36 -0.18
H 1.55520 2.70331 0.55413 -0.23 -0.29 -0.90
H 2.13817 1.83221 1.80489 0.39 -0.81 -0.13
H 2.98760 1.64643 0.23629 0.03 0.06 -0.08
H -0.65917 0.03845 1.20798 -0.12 0.11 -0.43
H -0.80790 0.11137 -3.16438 0.49 0.26 0.31
H -1.07902 -1.52440 -3.01358 -0.28 -0.25 0.52
H -2.75157 -1.96842 1.95646 -0.06 -0.79 -0.11
H -3.62800 -2.82327 2.98490 0.29 -0.27 -0.40
O -3.33563 -1.95283 2.71160 -0.22 1.00 0.47
```
Forces are in eV/Å.

Summary:
Spin multiplicity: 2
Energy relative to the best compared isomer or geometry (same formula, charge and spin): 37.7 kcal/mol
Net charge: +1
⟨S²⟩: 0.756
Frontier orbital gap (alpha / beta): 10.792 / 4.668 eV
E: -439.13257 Eh

Partial atomic charges computed with the natural (NBO) method, in multiples of e: atom 1 (C): -0.53, atom 2 (C): 0.07, atom 3 (C): -0.61, atom 4 (O): -0.41, atom 5 (C): 0.67, atom 6 (N): -0.75, atom 7 (O): -0.42, atom 8 (H): 0.28, atom 9 (H): 0.28, atom 10 (H): 0.29, atom 11 (H): 0.24, atom 12 (H): 0.26, atom 13 (H): 0.25, atom 14 (H): 0.52, atom 15 (H): 0.42, atom 16 (H): 0.43, atom 17 (H): 0.46, atom 18 (H): 0.49, atom 19 (O): -0.95

Entry 3:
2 unconnected molecules or ions with the total composition C4H11NOP, computed with wB97M-V/def2-TZVPD.

Geometry as XYZ:
```
18
Properties=species:S:1:pos:R:3:forces:R:3
C -2.19743 -0.85911 0.64205 3.40 1.14 -2.60
C 2.18767 0.52277 0.47344 -1.51 -0.96 -2.74
C 0.04007 -0.89707 -0.15268 -4.14 5.96 2.40
C 0.64097 0.29809 0.62880 1.45 -1.50 -2.12
N 0.00655 -0.44830 -1.54469 -0.58 0.59 0.09
O -0.03295 1.47999 0.26851 -0.54 -0.97 -1.28
P -2.93282 0.38050 -0.07258 -0.29 0.77 -0.40
H -2.26940 -1.76364 1.10653 -0.22 -2.05 1.43
H 2.27397 1.49649 0.79995 0.81 2.26 0.65
H 2.64289 0.47176 -0.57883 -0.87 -0.06 1.39
H 2.71751 -0.08273 1.13298 1.00 -1.27 0.96
H 0.34828 -1.83656 0.01144 1.27 -3.21 0.34
H 0.46521 0.15532 1.62649 -0.36 -0.80 2.67
H 0.17263 0.59494 -1.64933 -0.24 -1.25 0.34
H -0.87925 -0.69879 -1.96179 -0.48 0.13 -0.39
H 0.71025 -0.99473 -1.96699 1.23 -0.35 -1.49
H 0.35900 2.07952 0.87336 0.12 1.68 0.57
H -4.25315 0.10156 0.36335 -0.05 -0.12 0.19
```
Forces are in eV/Å.

Summary:
Energy relative to the best compared isomer or geometry (same formula, charge and spin): 102.5 kcal/mol
Net charge: +1
Frontier orbital gap: 8.984 eV
E: -629.91995 Eh

Partial atomic charges computed with the natural (NBO) method, in multiples of e: atom 1 (C): -0.54, atom 2 (C): -0.63, atom 3 (C): -0.05, atom 4 (C): 0.05, atom 5 (N): -0.71, atom 6 (O): -0.72, atom 7 (P): 0.51, atom 8 (H): 0.19, atom 9 (H): 0.21, atom 10 (H): 0.21, atom 11 (H): 0.23, atom 12 (H): 0.21, atom 13 (H): 0.19, atom 14 (H): 0.48, atom 15 (H): 0.45, atom 16 (H): 0.44, atom 17 (H): 0.49, atom 18 (H): 0.01

Entry 4:
A molecular structure, C4H11NORb, computed with wB97M-V/def2-TZVPD.

Geometry as XYZ:
```
18
Properties=species:S:1:pos:R:3:forces:R:3
Rb -0.60679 3.64577 3.04610 0.07 -0.06 0.04
C -0.00215 -1.97758 0.31155 -0.93 -1.06 1.83
C 0.46190 -0.74949 -0.35857 -2.01 0.91 -0.78
C 0.80842 0.59975 0.38763 0.14 -2.28 -1.08
O -0.29539 1.17551 1.05736 -0.64 0.59 -1.55
C -1.29540 1.67976 0.08150 0.04 -0.18 1.71
N 1.41087 -1.13900 -1.34342 1.98 0.13 -1.99
H -0.61518 -1.81237 1.19756 0.03 0.32 0.17
H 0.77989 -2.66843 0.62657 0.29 0.12 -0.10
H -0.67859 -2.51011 -0.35699 0.20 -0.20 -0.17
H -0.38608 -0.49548 -0.99457 -0.76 0.67 0.52
H 1.11986 1.19732 -0.46912 0.39 0.57 0.33
H 1.63749 0.37543 1.05876 -0.11 0.56 0.29
H -1.76441 2.54656 0.54711 0.17 0.20 0.03
H -2.12508 0.97902 -0.01173 0.31 -0.33 -0.34
H -0.89415 2.00321 -0.87896 0.30 -0.32 0.09
H 1.32706 -2.09143 -1.66890 0.09 -0.73 1.14
H 1.11781 -0.75846 -2.23191 0.44 1.08 -0.16
```
Forces are in eV/Å.

Summary:
Spin multiplicity: 2
Energy relative to the best compared isomer or geometry (same formula, charge and spin): 15.9 kcal/mol
⟨S²⟩: 0.750
Frontier orbital gap (alpha / beta): 3.711 / 9.712 eV
E: -312.96269 Eh

Partial atomic charges computed with the natural (NBO) method, in multiples of e: atom 1 (Rb): 0.01, atom 2 (C): -0.62, atom 3 (C): -0.08, atom 4 (C): -0.06, atom 5 (O): -0.57, atom 6 (C): -0.27, atom 7 (N): -0.83, atom 8 (H): 0.22, atom 9 (H): 0.21, atom 10 (H): 0.21, atom 11 (H): 0.15, atom 12 (H): 0.17, atom 13 (H): 0.20, atom 14 (H): 0.18, atom 15 (H): 0.19, atom 16 (H): 0.19, atom 17 (H): 0.36, atom 18 (H): 0.35

Entry 5:
A molecular structure, C4H11NORb, computed with wB97M-V/def2-TZVPD.

Geometry as XYZ:
```
18
Properties=species:S:1:pos:R:3:forces:R:3
Rb 11.54781 5.26155 8.90827 -0.23 0.10 -0.11
C 8.55536 3.40435 7.01572 0.53 1.79 1.41
C 7.97268 4.69640 6.41403 0.98 -0.83 -0.33
C 8.87240 6.01003 6.55152 -1.57 -0.58 0.04
O 9.04974 6.52294 7.86380 0.48 -0.86 0.61
C 7.93684 7.03356 8.64048 0.65 -0.04 -0.54
N 7.79176 4.43884 4.97010 -0.10 1.38 0.95
H 9.62743 3.31063 6.84251 -0.04 -0.47 -0.72
H 7.96106 2.50972 6.82982 0.26 0.15 -0.25
H 8.51053 3.63208 8.08073 -0.13 -0.56 0.55
H 7.02755 4.78624 6.94953 -0.26 0.70 -0.09
H 8.48371 6.85957 5.99001 -0.56 -0.28 -0.54
H 9.83825 5.81306 6.08630 0.29 -0.16 0.36
H 7.07112 6.37634 8.72240 0.36 -0.49 0.13
H 7.52885 7.96354 8.24453 0.38 0.21 -0.19
H 8.45107 7.20575 9.58600 -0.73 0.14 0.19
H 7.47756 5.36058 4.70222 -0.24 0.10 -1.22
H 6.96957 3.85872 4.88314 -0.08 -0.32 -0.24
```
Forces are in eV/Å.

Summary:
Energy relative to the best compared isomer or geometry (same formula, charge and spin): 27.6 kcal/mol
Net charge: +1
Frontier orbital gap: 8.854 eV
E: -312.84812 Eh

Partial atomic charges computed with the natural (NBO) method, in multiples of e: atom 1 (Rb): 0.99, atom 2 (C): -0.61, atom 3 (C): -0.08, atom 4 (C): -0.07, atom 5 (O): -0.61, atom 6 (C): -0.25, atom 7 (N): -0.81, atom 8 (H): 0.18, atom 9 (H): 0.24, atom 10 (H): 0.18, atom 11 (H): 0.17, atom 12 (H): 0.19, atom 13 (H): 0.18, atom 14 (H): 0.19, atom 15 (H): 0.19, atom 16 (H): 0.19, atom 17 (H): 0.35, atom 18 (H): 0.36

Entry 6:
A single C4H11NOS molecule, computed with wB97M-V/def2-TZVPD.

Geometry as XYZ:
```
18
Properties=species:S:1:pos:R:3:forces:R:3
C -1.58161 0.87511 -0.09549 1.24 -0.89 0.82
C -2.88584 0.12058 -0.17610 -0.11 -0.11 -0.09
C 2.59590 -0.02093 -0.48886 -0.14 -0.24 0.05
C 1.45673 0.90948 -0.19201 -2.37 -0.79 0.14
N 0.24022 -1.03671 1.32334 -0.42 0.77 -0.52
O -0.25070 -1.07018 -1.21812 -0.02 -0.70 -0.48
S -0.25194 -0.14048 -0.11544 2.10 1.65 0.39
H -1.48441 1.54599 0.74878 0.10 0.41 0.04
H -3.21367 -0.30048 0.78082 -0.06 0.01 -0.05
H -3.66955 0.78749 -0.53046 -0.05 0.00 -0.07
H -2.77667 -0.69094 -0.89237 -0.21 -0.06 -0.08
H 2.86335 -0.59843 0.39414 0.09 -0.08 -0.03
H 2.31652 -0.69565 -1.29896 0.12 -0.04 -0.01
H 3.47117 0.54949 -0.79854 0.00 0.02 0.00
H 1.26193 1.61846 -0.98961 -0.12 0.05 -0.04
H 1.50908 1.39975 0.77172 0.02 0.12 0.10
H 0.95161 -1.71427 1.07506 0.05 -0.09 -0.18
H -0.55210 -1.53828 1.70210 -0.23 -0.02 -0.01
```
Forces are in eV/Å.

Summary:
SMILES string: CC=[S@@](N)(=O)CC
Energy relative to the best compared isomer or geometry (same formula, charge and spin): 86.8 kcal/mol
Frontier orbital gap: 8.777 eV
E: -687.07100 Eh

Partial atomic charges computed with the natural (NBO) method, in multiples of e: atom 1 (C): -0.77, atom 2 (C): -0.64, atom 3 (C): -0.65, atom 4 (C): -0.50, atom 5 (N): -1.07, atom 6 (O): -0.96, atom 7 (S): 1.84, atom 8 (H): 0.21, atom 9 (H): 0.19, atom 10 (H): 0.22, atom 11 (H): 0.23, atom 12 (H): 0.21, atom 13 (H): 0.24, atom 14 (H): 0.23, atom 15 (H): 0.23, atom 16 (H): 0.22, atom 17 (H): 0.38, atom 18 (H): 0.38